a:
75
Properties=species:S:1:pos:R:3 method="wB97M-V/def2-TZVPD" homo_ev=-3.226 total_charge=-2
Na -0.0744 0.9279 1.0768
C -2.8274 -6.8538 -3.5733
C -2.0468 -6.0996 -2.5290
C -0.8613 -6.6083 -2.0127
C -0.1505 -5.9169 -1.0389
C -0.6252 -4.7060 -0.5665
C -1.8047 -4.1804 -1.0779
C -2.5054 -4.8736 -2.0503
S 0.2597 -3.8106 0.7177
O -0.4996 -4.0543 1.9240
O 1.6057 -4.3659 0.6857
N 0.1392 -2.2976 0.3453
C 0.7116 -1.7856 -0.7881
C 1.4660 -2.5216 -1.7325
C 1.9310 -1.8930 -2.8667
C 1.6754 -0.5423 -3.0673
C 0.9610 0.1183 -2.0825
N 0.4892 -0.4679 -0.9829
H -2.2136 -7.6220 -4.0450
H -3.1917 -6.1838 -4.3538
H -3.6979 -7.3474 -3.1336
H -0.4814 -7.5544 -2.3844
H 0.7830 -6.2991 -0.6464
H -2.1492 -3.2179 -0.7199
H -3.4193 -4.4515 -2.4552
H 1.6928 -3.5610 -1.5486
H 2.5059 -2.4598 -3.5923
H 2.0324 -0.0044 -3.9348
H 0.7799 1.1846 -2.1564
Se 0.7896 1.2334 4.5483
Se 2.2362 -0.5353 4.2954
C 2.7219 -0.4074 2.4272
C 3.3678 -1.5141 1.8872
C 3.8581 -1.4078 0.5988
C 3.6916 -0.2174 -0.0942
C 2.9742 0.7979 0.5131
N 2.4885 0.7058 1.7567
C -0.8355 0.2886 4.1131
C -1.9728 0.4777 4.8842
C -3.1274 -0.1728 4.4872
C -3.0916 -0.9987 3.3739
C -1.8974 -1.1258 2.6819
N -0.7928 -0.4743 3.0389
H 3.4404 -2.4401 2.4416
H 4.3409 -2.2577 0.1327
H 4.0424 -0.0941 -1.1092
H 2.7417 1.7121 -0.0220
H -1.9525 1.1287 5.7468
H -4.0469 -0.0367 5.0442
H -3.9721 -1.5304 3.0386
H -1.7959 -1.7582 1.8088
N -2.2186 1.6932 0.1073
N -2.8739 2.6529 0.9114
C -2.1358 3.1708 2.0380
O -2.5821 4.2498 2.4754
O -1.1770 2.4833 2.4545
H -1.6246 2.1247 -0.5963
H -2.9035 1.0932 -0.3293
H -3.2717 3.4286 0.3983
O 3.6701 5.4123 -2.4728
S 2.2526 5.1830 -2.6468
O 1.7290 5.4782 -3.9635
N 1.8085 3.7250 -2.1343
C 0.9832 3.7934 -1.0798
O 0.4752 2.8332 -0.4901
C 0.7009 5.2091 -0.6296
C -0.0805 5.6238 0.4351
C -0.2005 6.9924 0.6506
C 0.4508 7.9096 -0.1721
C 1.2441 7.4827 -1.2330
C 1.3482 6.1215 -1.4346
H -0.5775 4.9151 1.0861
H -0.8110 7.3407 1.4744
H 0.3420 8.9709 0.0205
H 1.7599 8.1872 -1.8731

***

b:
75
Properties=species:S:1:pos:R:3 method="wB97M-V/def2-TZVPD" homo_ev=-2.435 total_charge=-2
Na 1.3914 0.8688 -0.7190
C -1.8551 -1.1884 6.6157
C -1.2220 -0.5296 5.4164
C -1.2435 -1.1550 4.1739
C -0.7325 -0.5210 3.0510
C -0.2063 0.7525 3.1588
C -0.1505 1.3788 4.3957
C -0.6502 0.7351 5.5179
S 0.4456 1.6407 1.7335
O 0.6663 2.9838 2.2377
O 1.6382 0.9002 1.3556
N -0.4875 1.6360 0.4679
C -1.8118 1.9375 0.4340
C -2.6468 2.0977 1.5718
C -3.9825 2.3686 1.4070
C -4.5117 2.4941 0.1235
C -3.6298 2.3400 -0.9287
N -2.3326 2.0900 -0.8011
H -1.7668 -2.2741 6.5557
H -2.9215 -0.9516 6.6603
H -1.3963 -0.8466 7.5450
H -1.6956 -2.1321 4.0580
H -0.7895 -0.9923 2.0837
H 0.2712 2.3748 4.4497
H -0.6066 1.2284 6.4841
H -2.2217 1.9930 2.5581
H -4.6221 2.4847 2.2749
H -5.5627 2.6873 -0.0445
H -3.9808 2.4343 -1.9550
Se 3.0652 -0.4959 -4.7837
Se 4.0707 1.2145 -3.6651
C 4.2121 0.4703 -1.9013
C 4.9841 1.0986 -0.9316
C 4.9980 0.5361 0.3311
C 4.2847 -0.6323 0.5748
C 3.5924 -1.1979 -0.4785
N 3.5714 -0.6652 -1.7011
C 1.2026 0.0584 -4.6720
C 0.4217 0.0601 -5.8235
C -0.8847 0.5133 -5.7161
C -1.3575 0.9334 -4.4846
C -0.5062 0.8786 -3.3876
N 0.7512 0.4488 -3.4905
H 5.4816 2.0321 -1.1394
H 5.5369 1.0304 1.1296
H 4.2566 -1.0824 1.5580
H 3.0310 -2.1185 -0.3625
H 0.8423 -0.2679 -6.7648
H -1.5201 0.5517 -6.5936
H -2.3675 1.3021 -4.3621
H -0.8470 1.1834 -2.4020
N 0.3302 4.2788 -1.3161
N 1.6346 4.4256 -0.7405
C 2.5603 3.3473 -0.8220
O 3.6063 3.4813 -0.1558
O 2.2756 2.4143 -1.6391
H 0.4948 3.6712 -2.1133
H -0.2303 3.7035 -0.6946
H 1.5895 4.7932 0.1970
O -3.7263 -2.7054 -1.0976
S -2.6462 -2.7396 -0.1387
O -3.0481 -3.0300 1.2225
N -1.6776 -1.4671 -0.2421
C -0.4348 -1.7893 -0.6304
O 0.5377 -1.0565 -0.8391
C -0.2794 -3.2770 -0.8843
C 0.8566 -3.9359 -1.3205
C 0.7877 -5.3122 -1.5011
C -0.3925 -6.0082 -1.2498
C -1.5309 -5.3385 -0.8114
C -1.4442 -3.9722 -0.6441
H 1.7586 -3.3713 -1.5256
H 1.6590 -5.8565 -1.8475
H -0.4291 -7.0795 -1.4094
H -2.4569 -5.8637 -0.6114

***

Which one sits at the top of the stability order? a does.

***

a:
18
Properties=species:S:1:pos:R:3 method="wB97M-V/def2-TZVPD" homo_ev=-9.696 smiles="C=C[C@H]([SiH3])CC" total_charge=0
C 0.8492 -2.3795 0.0245
C 0.2095 -1.3417 -0.4540
C 1.6298 1.5421 0.1334
C 0.2304 1.2393 -0.3175
C -0.4011 -0.0016 0.3166
Si -2.2587 -0.0605 0.0743
H 1.1152 -3.2777 -0.5067
H 1.0750 -2.3761 1.1137
H 0.0669 -1.2087 -1.5721
H 2.0778 0.5246 0.2813
H 1.6921 2.1011 1.1570
H 2.3067 2.1730 -0.5474
H -0.5333 1.9545 0.0496
H 0.3535 1.3050 -1.4645
H -0.2088 0.0480 1.3095
H -2.6388 -1.2386 0.8048
H -2.9231 -0.0060 -1.2201
H -2.6423 1.0028 0.8175

***

b:
18
Properties=species:S:1:pos:R:3 method="wB97M-V/def2-TZVPD" homo_ev="-8.027 / -8.637" total_charge=0
C -2.6708 0.5127 -0.7210
C -1.4316 0.8424 -0.4205
C -0.0720 -2.2085 -0.1483
C 1.8832 0.8842 -0.4672
C -0.8690 0.6200 0.8670
Si 0.9546 0.7969 1.2032
H -3.1404 0.7187 -1.6325
H -3.3815 0.1390 0.0451
H -0.8021 1.2496 -1.1746
H 1.0292 -2.0475 -0.3677
H -0.1669 -2.6387 0.7519
H -0.8805 -2.2022 -0.7897
H 1.9573 -0.1644 -0.9289
H 1.4895 1.5408 -1.2491
H 2.9436 1.0760 -0.3284
H -1.4276 0.1350 1.6407
H 1.4095 1.9971 2.1311
H 1.5552 -0.5922 1.7051

***

Which one sits at the top of the stability order? a does.

***

a:
20
Properties=species:S:1:pos:R:3 method="wB97M-V/def2-TZVPD" homo_ev="-8.639 / -8.561" total_charge=0
C 1.7027 0.4667 -0.0771
C 0.9617 -1.5459 -0.0816
C 2.7332 1.5090 0.1389
C 0.7882 -2.9841 0.0776
C -2.8282 1.9541 0.0064
N 2.0704 -0.8062 0.0366
N 0.4142 0.5637 -0.2115
N -0.0107 -0.6655 -0.2827
O -3.2610 -0.8821 0.5498
O -2.8389 1.0438 -1.0200
S -2.6525 -0.5400 -0.7164
H 2.3965 2.4124 0.5875
H 3.6212 1.2979 0.6681
H 3.2233 1.5936 -0.8249
H 1.5860 -3.5118 -0.5425
H 0.9961 -3.3725 1.1150
H -0.3098 -3.1838 -0.2255
H -3.6524 1.7284 0.8117
H -3.1453 2.8625 -0.3990
H -1.7949 2.0600 0.3897

***

b:
20
Properties=species:S:1:pos:R:3 method="wB97M-V/def2-TZVPD" homo_ev=-8.089 smiles="CN1C=NCN1.O=C=O.C=S" total_charge=0
C -1.2855 -0.5746 0.6135
C 3.2773 1.1540 0.0447
C -0.1201 -0.5712 -1.3157
C -2.9393 1.4312 0.1049
C 2.2792 -1.8997 1.3268
N -0.4299 -1.2190 -0.0530
N -1.7268 0.6134 0.1307
N -0.9625 0.6299 -1.4439
O 2.5182 1.5612 -0.6682
O 4.0184 0.7241 0.7781
S 2.8629 -1.9385 -0.1608
H -1.7136 -0.7662 1.6643
H 0.8927 -0.4547 -1.4987
H -0.4505 -1.4149 -2.0975
H -3.8429 0.9183 -0.5182
H -3.1946 1.4810 1.0982
H -2.6428 2.3130 -0.3419
H 2.8390 -1.7646 2.2352
H 1.2349 -1.7933 1.4993
H -0.6141 1.5706 -1.3977

***

Which one sits at the top of the stability order? b does.

***

a:
82
Properties=species:S:1:pos:R:3 method="wB97M-V/def2-TZVPD" s2=2.008 homo_ev="-5.241 / -5.018" spin_multiplicity=3 total_charge=0
C 3.1823 -1.3647 3.4722
C 3.4372 -1.0771 2.0954
C 2.9876 0.2541 1.8419
H 3.8070 -1.7929 1.3640
C 2.4419 0.7814 3.0535
C 2.6096 -0.2014 4.0687
H 2.3607 -0.0837 5.1217
H 3.4206 -2.2873 3.9939
H 2.9949 0.7766 0.8902
H 1.9499 1.7425 3.1733
Pd 1.4074 -0.9133 2.4640
Si -1.2637 1.5571 -2.5492
C -1.8893 0.5709 -3.9964
C -3.2541 0.3486 -4.2477
H -4.0037 0.6219 -3.5037
C -3.6587 -0.2254 -5.4563
H -4.7161 -0.4035 -5.6505
C -2.7102 -0.5637 -6.4232
H -3.0180 -0.9929 -7.3735
C -1.3482 -0.3823 -6.1644
H -0.5948 -0.6760 -6.9000
C -0.9355 0.1799 -4.9529
H 0.1355 0.3068 -4.7517
C -2.1336 3.1917 -2.5588
C -2.0501 3.9063 -3.7695
H -1.4943 3.5125 -4.6312
C -2.6878 5.1421 -3.8977
H -2.5992 5.6896 -4.8365
C -3.4046 5.6748 -2.8237
H -3.8887 6.6435 -2.9169
C -3.4761 4.9686 -1.6194
H -4.0165 5.3887 -0.7728
C -2.8369 3.7348 -1.4705
H -2.8946 3.1837 -0.5266
H 0.1238 1.9419 -2.8979
Si -0.5636 0.2818 -0.4591
C 0.3681 1.6961 0.2942
C 1.4239 2.1958 -0.4946
H 1.8888 1.5685 -1.2614
C 1.8325 3.5235 -0.3615
H 2.5674 3.9337 -1.0601
C 1.2810 4.3141 0.6511
H 1.5966 5.3537 0.7571
C 0.3728 3.7596 1.5630
H -0.0180 4.3666 2.3848
C -0.0558 2.4348 1.4113
H -0.7447 1.9935 2.1361
C 0.5251 -0.9468 -1.3351
C 1.9275 -0.9489 -1.3551
H 2.5083 -0.4221 -0.5921
C 2.6075 -1.6046 -2.3889
H 3.6972 -1.5381 -2.4443
C 1.8951 -2.3136 -3.3603
H 2.4215 -2.7979 -4.1872
C 0.5033 -2.4376 -3.2488
H -0.0673 -2.9888 -4.0009
C -0.1704 -1.8205 -2.1933
H -1.2521 -1.9578 -2.0777
H -1.8920 0.6193 -1.0013
Cl -1.4227 -0.8013 1.0965
N 1.0040 -3.3032 4.5399
C 0.2502 -2.1963 4.9480
C -0.0406 -2.0425 6.3099
C -0.7638 -0.9271 6.7149
C -1.1912 0.0025 5.7538
C -0.8494 -0.1969 4.4286
N -0.0836 -1.2577 4.0554
C 1.0436 -3.9000 3.2648
C 1.2130 -5.2929 3.1969
C 1.1757 -5.9106 1.9520
C 1.0087 -5.1124 0.8095
C 0.9354 -3.7355 0.9446
N 1.0026 -3.1445 2.1661
H 1.1945 -3.9609 5.2882
H 0.3419 -2.8076 6.9822
H -0.9899 -0.7726 7.7656
H -1.7643 0.8888 6.0221
H -1.1552 0.4874 3.6377
H 1.3733 -5.8181 4.1375
H 1.2853 -6.9902 1.8675
H 0.9649 -5.5504 -0.1856
H 0.8310 -3.0759 0.0799

***

b:
82
Properties=species:S:1:pos:R:3 method="wB97M-V/def2-TZVPD" s2=2.012 homo_ev="-5.265 / -7.076" spin_multiplicity=3 total_charge=0
C 2.4094 -3.5956 3.0001
C 2.9982 -2.8406 1.9440
C 2.7948 -1.4444 2.2509
H 3.5635 -3.2328 1.0971
C 2.0310 -1.3755 3.4694
C 1.8459 -2.7017 3.9502
H 1.4222 -2.9687 4.9159
H 2.4885 -4.6713 3.1095
H 3.2257 -0.5887 1.7334
H 1.7389 -0.4469 3.9531
Pd 0.7732 -2.1611 1.6518
Si -2.5702 2.6737 -2.0324
C -2.0480 2.8614 -3.8256
C -2.9133 3.3042 -4.8363
H -3.9623 3.5009 -4.5984
C -2.4196 3.4986 -6.1376
H -3.0876 3.8744 -6.9149
C -1.0834 3.2215 -6.4450
H -0.7046 3.3615 -7.4586
C -0.2230 2.7662 -5.4394
H 0.8223 2.5522 -5.6640
C -0.7053 2.5955 -4.1426
H -0.0297 2.2504 -3.3577
C -2.7670 4.4339 -1.3990
C -1.9483 5.4392 -1.9586
H -1.4328 5.2476 -2.9067
C -1.7267 6.6452 -1.2811
H -1.0492 7.3857 -1.7078
C -2.3471 6.8858 -0.0503
H -2.1038 7.7855 0.5192
C -3.2666 5.9534 0.4409
H -3.7945 6.1669 1.3719
C -3.4893 4.7393 -0.2305
H -4.1887 4.0004 0.1713
H -1.2846 2.2783 -1.4559
Si 0.1933 -0.3216 0.3546
C 0.6385 1.1096 1.4869
C 1.5953 2.0447 1.0669
H 2.0168 1.9697 0.0619
C 1.9147 3.1419 1.8804
H 2.6303 3.8844 1.5225
C 1.2633 3.3321 3.1038
H 1.4577 4.2306 3.7010
C 0.3338 2.3802 3.5428
H -0.1896 2.5322 4.4880
C 0.0249 1.2754 2.7401
H -0.7601 0.5853 3.0528
C 1.2425 -0.2565 -1.2036
C 2.5821 -0.6723 -1.1013
H 2.9577 -1.0741 -0.1556
C 3.4593 -0.5837 -2.1860
H 4.4971 -0.8927 -2.0618
C 3.0014 -0.0955 -3.4132
H 3.6920 0.0135 -4.2573
C 1.6472 0.2310 -3.5507
H 1.2920 0.5920 -4.5181
C 0.7568 0.1104 -2.4715
H -0.3092 0.3229 -2.5963
H -3.6174 1.6269 -1.7045
Cl -1.8245 -0.2925 -0.0866
N 0.4018 -5.3930 2.3953
C -0.4632 -4.5875 3.1688
C -1.0905 -5.1880 4.2758
C -1.9234 -4.4099 5.0698
C -2.0877 -3.0531 4.7540
C -1.4365 -2.5265 3.6493
N -0.6227 -3.2897 2.8761
C 0.5699 -5.2251 0.9937
C 0.5786 -6.3775 0.1931
C 0.6698 -6.2430 -1.1855
C 0.8209 -4.9618 -1.7321
C 0.8301 -3.8691 -0.8801
N 0.6756 -4.0086 0.4587
H 0.4377 -6.3666 2.7068
H -0.9485 -6.2632 4.3946
H -2.4540 -4.8648 5.8975
H -2.7236 -2.4006 5.3520
H -1.5694 -1.4819 3.3399
H 0.4324 -7.3176 0.7185
H 0.6076 -7.1188 -1.8183
H 0.9263 -4.8027 -2.8052
H 0.9046 -2.8394 -1.2544

***

Which one sits at the top of the stability order? b does.

***

a:
16
Properties=species:S:1:pos:R:3 method="wB97M-V/def2-TZVPD" homo_ev="-18.362 / -18.363" total_charge=+2
C 0.3899 1.5890 0.7217
C 0.3414 -1.6935 -1.3666
N 0.1630 1.3437 1.8719
N -0.8745 0.0849 -0.5873
N 0.7550 2.2753 -0.2644
N -0.0587 0.6033 3.0038
N -0.8418 -1.0826 -0.9568
H 0.2815 -2.0258 -2.4661
H 1.1367 -0.9891 -1.2393
H 0.4496 -2.6765 -0.8701
H -1.8057 0.4126 -0.2777
H 1.3356 3.1299 -0.2424
H 0.6208 1.8730 -1.1561
H 0.6250 -0.1793 3.1283
H -0.4279 1.0873 3.7785
H -1.6324 -1.7465 -0.8225

***

b:
16
Properties=species:S:1:pos:R:3 method="wB97M-V/def2-TZVPD" homo_ev=-18.903 total_charge=+2
C -1.7259 -0.2968 -0.0434
C 1.0410 0.8182 0.2484
N 1.8951 -0.0815 0.3001
N -2.8543 -0.3582 -0.7321
N 0.9981 2.0751 0.5450
N -0.6751 0.4498 -0.3797
N 1.9895 -1.4762 0.3291
H -1.6481 -1.0200 0.7998
H -3.5771 -0.9695 -0.5438
H -2.9593 0.4019 -1.4221
H 1.8487 2.4933 0.9813
H 0.3255 2.6929 0.0881
H -0.8346 0.8947 -1.2855
H 2.7944 -1.8783 -0.2361
H 2.2384 -1.7821 1.3237
H 1.1439 -1.9633 0.0272

***

Which one sits at the top of the stability order? b does.